Density functional theory data (ωB97M-V/def2-TZVPD) for C37H31F3GeIrN4O as an isolated structure in a non-equilibrium geometry.

Last column: Löwdin charge in e.
CARTESIAN COORDINATES (ANGSTROEM)
Ir: -0.025 0.883 0.852  1.318
Ge: -1.318 -1.153 0.750  0.879
F: -3.059 7.085 1.387  0.173
F: -3.954 6.403 -0.466  0.183
F: -4.814 5.814 1.432  0.179
O: 0.424 1.253 -1.078  -0.207
N: 0.432 0.849 2.878  -0.069
N: -1.288 2.524 0.862  -0.108
N: 1.912 0.600 0.774  -0.111
N: 2.519 0.543 -0.454  0.128
C: 0.026 0.785 5.223  0.004
C: 0.630 -4.653 2.003  -0.057
C: 3.372 0.636 -3.141  -0.020
C: 0.826 -2.991 -0.265  -0.177
C: 1.745 0.620 3.095  -0.200
C: 1.578 -4.920 1.046  0.002
C: 2.749 -3.631 -2.226  -0.047
C: -3.279 -2.246 -1.014  -0.091
C: -0.232 -3.561 1.842  -0.101
C: 3.723 0.561 -4.476  -0.050
C: 1.700 -4.101 -0.097  -0.159
C: -0.142 -2.711 0.749  -0.239
C: -0.413 0.909 3.913  -0.086
C: -3.297 3.642 0.262  0.062
C: 0.936 -2.239 -1.453  -0.046
C: -3.668 6.061 0.792  -0.597
C: 2.743 0.648 -5.460  -0.044
C: -4.075 -1.324 -3.091  -0.056
C: 4.062 0.564 1.937  0.026
C: -0.801 3.664 1.370  -0.078
C: 1.647 0.869 -1.372  -0.411
C: -4.141 -2.295 -2.101  -0.053
C: -2.284 -0.243 -1.906  -0.149
C: -2.566 -1.375 2.223  -0.213
C: -3.151 -0.295 -2.991  -0.063
C: 2.581 0.577 1.882  -0.194
C: -1.529 4.835 1.355  0.057
C: 1.874 -2.552 -2.410  -0.048
C: 2.033 0.800 -2.786  -0.176
C: 1.053 0.897 -3.772  -0.013
C: 2.240 0.462 4.371  0.043
C: -2.344 -1.214 -0.902  -0.321
C: 1.409 0.812 -5.108  -0.048
C: -2.516 2.510 0.302  -0.058
C: 2.668 -4.387 -1.085  -0.011
C: -2.798 4.817 0.806  -0.052
C: 1.370 0.559 5.452  0.013
H: -2.079 -1.414 3.197  0.019
H: 4.472 0.612 0.934  0.087
H: 0.018 1.028 -3.487  0.104
H: 3.291 0.257 4.521  0.134
H: -1.454 1.080 3.676  0.121
H: 4.761 0.439 -4.755  0.116
H: 0.545 -5.287 2.875  0.114
H: -1.111 5.740 1.773  0.141
H: 4.425 1.415 2.518  0.114
H: -0.980 -3.382 2.605  0.087
H: 3.480 -3.873 -2.986  0.115
H: 2.223 -5.785 1.146  0.126
H: -4.866 -3.095 -2.174  0.117
H: 3.023 0.599 -6.504  0.118
H: -2.858 1.573 -0.118  0.106
H: 0.651 0.881 -5.876  0.115
H: -1.555 0.555 -1.850  0.056
H: -0.681 0.865 6.037  0.131
H: 0.235 -1.432 -1.643  0.080
H: -3.103 0.466 -3.761  0.112
H: -4.736 -1.379 -3.946  0.116
H: 3.350 -5.213 -0.926  0.122
H: 1.928 -1.964 -3.317  0.106
H: 1.745 0.449 6.462  0.135
H: -3.340 -3.023 -0.260  0.107
H: 4.125 0.568 -2.368  0.115
H: 4.415 -0.349 2.422  0.115
H: -3.283 -0.553 2.232  0.031
H: -4.282 3.604 -0.185  0.150
H: -3.112 -2.303 2.057  0.045
H: 0.195 3.628 1.794  0.125

## Properties
* energy above the lowest of the compared OMol25 structures with the same formula, charge and spin: 110.2 kJ/mol
* gap between HOMO and LUMO (spin up / spin down): 4.96 / 4.20 eV
* spin multiplicity: 2
* DFT total energy: -114373.40602 eV
* max |F|: 3.147 eV/A
* E_HOMO (spin up / spin down): -12.8 / -12.8 eV
* ⟨S²⟩: 0.76
* net charge: +2
* E_LUMO (spin up / spin down): -7.87 / -8.61 eV